Entry from OMol25: a 16-piece molecular cluster, C44H62N16O18 overall at a distorted geometry (wB97M-V/def2-TZVPD).

Values from the calculation:
- total energy (Eh) = -3943.28785
- orbital gap (eV) = 9.40

Geometry as XYZ:
```
140
C44H62N16O18 wB97M-V/def2-TZVPD
C 16.12187 8.42674 14.48189
N 15.57401 7.40178 13.50325
O 15.56498 7.78395 12.34962
O 15.32358 6.29411 13.87166
H 17.25271 8.32747 14.47336
H 15.76516 8.02463 15.44003
H 15.78960 9.36591 14.09953
C 19.31161 10.86392 18.20569
N 18.30768 10.59621 17.16276
O 17.28054 11.19216 17.16111
O 18.48877 9.69165 16.35592
H 19.19903 10.08382 18.99037
H 19.06755 11.83118 18.67514
H 20.30445 10.95900 17.74494
C 8.58589 15.64512 14.30876
N 9.15888 16.58874 13.29848
O 8.88959 17.78463 13.43177
O 9.77305 16.10114 12.34048
H 8.70632 16.05885 15.30346
H 9.19961 14.79019 14.34828
H 7.55377 15.37918 13.99423
C 11.14489 12.63835 15.91619
N 10.59062 13.96420 16.43903
O 9.60893 13.94444 17.13532
O 11.25799 14.96225 16.27245
H 11.88906 12.78493 15.16862
H 10.32498 12.01760 15.63718
H 11.65535 12.17878 16.75264
C 18.47018 13.45522 14.12469
N 19.74147 13.54093 14.95080
O 19.74604 13.07387 16.05866
O 20.63444 14.20070 14.51207
H 17.76740 13.01332 14.86472
H 18.61422 12.87980 13.23211
H 18.17412 14.44619 13.87402
C 13.51973 17.02852 17.61443
N 14.73264 17.49246 18.30376
O 15.65444 16.75123 18.57561
O 14.79733 18.69954 18.41416
H 12.70598 17.29503 18.23982
H 13.69287 15.89735 17.50931
H 13.55636 17.56898 16.67874
C 20.64108 16.00473 17.71692
N 20.35129 15.54173 19.12929
O 19.14829 15.52017 19.39235
O 21.22958 15.24611 19.86271
H 20.20046 16.97404 17.68429
H 20.16476 15.30028 17.05337
H 21.70468 16.06148 17.45335
C 12.55138 8.06875 11.64698
N 12.20767 8.76775 12.95633
O 11.22541 9.48236 13.03067
O 12.88440 8.55771 13.92636
H 12.11406 7.05495 11.81035
H 13.63087 7.98095 11.71802
H 12.10994 8.65844 10.81058
C 15.59885 13.58702 18.36517
N 14.67649 12.44319 18.64699
O 13.60036 12.30040 18.10344
O 15.08876 11.62044 19.45534
H 15.92323 13.86499 19.31321
H 15.04826 14.33370 17.76524
H 16.35247 13.19535 17.71313
N 16.43885 16.33669 14.15910
C 15.48953 16.79104 13.38192
C 14.83818 18.02037 13.55739
C 15.15318 18.77483 14.65883
C 16.16005 18.33604 15.49733
C 16.73505 17.13672 15.20985
H 15.25673 16.22050 12.50321
H 14.08688 18.33509 12.85227
H 14.62158 19.69460 14.79614
H 16.52336 18.93235 16.30026
H 17.48029 16.78167 15.88181
N 12.73287 18.49706 11.19192
C 11.49416 18.91311 11.14735
C 10.59019 18.45048 10.18028
C 11.09987 17.82657 9.07374
C 12.42498 17.47410 9.06324
C 13.24238 17.79950 10.14459
H 11.18282 19.52361 11.97152
H 9.51587 18.79236 10.20539
H 10.40334 17.50251 8.30151
H 12.93558 17.05573 8.18084
H 14.22966 17.44776 10.32269
N 16.23822 16.24403 10.15059
C 16.91790 15.21374 10.59016
C 17.69040 14.42635 9.78755
C 17.75969 14.71913 8.44959
C 16.86372 15.66922 7.95784
C 16.25562 16.46967 8.83457
H 16.89344 15.01740 11.66853
H 18.25273 13.56800 10.19674
H 18.42610 14.15710 7.83645
H 16.83900 15.80837 6.89272
H 15.76785 17.44559 8.48223
N 12.78016 11.29542 9.83252
C 13.68735 12.16402 9.29518
C 13.38430 13.22520 8.43938
C 12.07026 13.47817 8.19161
C 11.12345 12.52241 8.60065
C 11.55380 11.42412 9.39817
H 14.72853 12.05313 9.63999
H 14.19160 13.84916 8.12986
H 11.76339 14.40385 7.74707
H 10.08938 12.66986 8.28732
H 10.75975 10.73770 9.75003
N 19.96629 10.66745 10.41202
C 20.74764 10.71265 11.49496
C 20.32725 10.45225 12.76811
C 18.95483 10.20277 12.97937
C 18.09283 10.27544 11.92007
C 18.70502 10.42698 10.65342
H 21.78833 10.92132 11.34845
H 21.06178 10.39870 13.59468
H 18.57721 9.94518 13.99213
H 17.07767 9.91505 11.98504
H 18.05182 10.53329 9.83939
N 13.92976 14.69582 20.98425
C 12.97952 13.79388 20.96157
C 12.42617 13.31060 22.10813
C 12.97799 13.61418 23.33476
C 13.93986 14.59351 23.37999
C 14.38153 15.15324 22.17309
H 12.58972 13.51893 19.92547
H 11.60625 12.60956 22.00455
H 12.65218 13.23200 24.30290
H 14.29296 14.96430 24.34098
H 15.16221 15.93200 22.13941
N 14.82591 11.54782 13.64627
C 15.02077 12.31198 14.74459
C 14.53872 13.60830 14.81832
C 13.73362 14.08681 13.84218
C 13.54884 13.29177 12.69414
C 14.13270 12.06980 12.57348
H 15.58164 11.89811 15.52856
H 14.73820 14.25066 15.66684
H 13.29486 15.08701 13.96776
H 13.00907 13.78812 11.88685
H 14.00122 11.44528 11.70156
```

Mulliken population analysis, charges in e, atoms 1 to 5: atom 1 (C): 0.0777, atom 2 (N): 1.0934, atom 3 (O): -0.6603, atom 4 (O): -0.6201, atom 5 (H): 0.2723